An isolated molecule of C5H9NO, computed with ωB97M-V/def2-TZVPD.

Each line ends with the Mulliken charge.
Positions of all 16 atoms, in Å:
H (2.0554, 0.1430, 1.8160)  0.267
N (1.1471, 0.0140, 2.2313)  -0.623
C (0.2606, 0.0268, 1.3625)  0.605
C (-1.1687, -0.0390, 1.5665)  -1.060
O (0.0881, 1.1676, 0.3645)  -0.381
C (0.1940, 0.7812, -0.8854)  -0.078
C (-0.4584, -0.0505, -1.8465)  -0.519
C (0.8323, -0.5890, -1.2246)  -0.647
H (-1.4104, 0.9402, 2.0350)  0.247
H (-1.8492, -0.2194, 0.7364)  0.250
H (-1.3122, -0.8072, 2.2931)  0.407
H (0.9789, 1.5197, -1.1020)  0.405
H (-1.2394, -0.7706, -1.6151)  0.239
H (-0.3760, 0.0000, -2.9337)  0.266
H (0.6343, -1.5959, -0.8225)  0.313
H (1.6237, -0.5208, -1.9753)  0.311

Values from the calculation:
SMILES string   [H]/N=C(/C)OC1CC1
HOMO   -9.32 eV
Orbital gap   9.85 eV
E_LUMO   0.53 eV
Net charge   0
Energy relative to the best compared isomer or geometry (same formula, charge and spin)   557.2 kJ/mol


A cluster of 13 separate species, C52H96F6O26 in total, computed with ωB97M-V/def2-TZVPD.

Each line ends with the Mulliken spin population.
Positions of all 180 atoms, in Å:
C (35.8713, 1.9095, 23.1031)  0.004
O (34.6512, 1.8809, 22.4409)  -0.021
C (33.9565, 3.1127, 22.4617)  -0.006
C (32.5684, 3.0800, 21.7359)  0.066
O (32.8176, 2.9194, 20.3309)  -0.051
C (32.9140, 1.5189, 19.9577)  0.099
H (36.5548, 2.5954, 22.6026)  0.006
H (36.3960, 0.9569, 23.0306)  0.000
H (35.9746, 2.0937, 24.1724)  -0.003
H (34.5827, 3.8236, 21.9227)  0.001
H (33.8700, 3.4668, 23.4890)  0.001
H (32.1457, 4.0619, 21.9482)  -0.003
H (31.7935, 2.3714, 22.0284)  0.009
H (33.9586, 1.2247, 20.0593)  -0.016
H (32.6581, 1.4383, 18.9012)  0.028
H (32.2225, 0.8167, 20.4233)  -0.004
C (38.0919, -0.7892, 15.1723)  -0.269
O (38.7820, -0.4792, 14.0115)  -0.132
C (39.9604, -1.2425, 13.8313)  0.300
C (41.0012, -0.4486, 12.9461)  0.005
O (40.6670, -0.1575, 11.6110)  -0.068
C (41.7030, 0.5894, 10.9090)  0.037
H (38.7698, -0.7330, 16.0240)  0.004
H (37.6622, -1.7856, 15.0684)  0.085
H (37.3217, -0.0711, 15.4537)  0.118
H (39.6677, -2.2228, 13.4552)  0.059
H (40.4420, -1.4853, 14.7785)  -0.014
H (41.9388, -0.9693, 13.1406)  0.034
H (41.1683, 0.5279, 13.4008)  0.011
H (41.4271, 0.9912, 9.9340)  0.007
H (42.5822, -0.0395, 10.7688)  -0.007
H (42.1400, 1.4137, 11.4725)  0.002
C (34.8488, 6.7310, 17.4259)  0.000
O (35.0191, 5.3886, 17.9526)  0.002
C (35.7333, 4.4470, 17.1513)  0.001
C (35.9611, 3.0797, 17.9654)  -0.061
O (37.1159, 3.1244, 18.8338)  0.003
C (36.9889, 4.0885, 19.8874)  0.007
H (35.8512, 7.1370, 17.2903)  0.000
H (34.3421, 7.3573, 18.1602)  0.000
H (34.2993, 6.7481, 16.4847)  0.001
H (36.7053, 4.8993, 16.9541)  0.000
H (35.1940, 4.3309, 16.2112)  0.001
H (36.1663, 2.2409, 17.3003)  0.002
H (35.1486, 2.8003, 18.6361)  -0.010
H (37.1135, 5.1272, 19.5813)  0.002
H (37.7042, 3.9381, 20.6960)  0.000
H (35.9835, 4.0737, 20.3083)  -0.001
C (37.3098, 2.7851, 13.4509)  -0.030
O (38.1209, 3.5972, 12.5874)  -0.004
C (38.8932, 2.9113, 11.5899)  -0.004
C (39.6043, 3.8110, 10.5313)  -0.011
O (38.6961, 4.6254, 9.8141)  -0.004
C (39.2715, 5.7795, 9.2004)  0.003
H (37.0994, 3.4062, 14.3216)  -0.005
H (37.8058, 1.8650, 13.7599)  0.018
H (36.4001, 2.5087, 12.9179)  0.002
H (38.1878, 2.2658, 11.0668)  0.007
H (39.7347, 2.3423, 11.9852)  0.012
H (40.0766, 3.0073, 9.9664)  0.006
H (40.3242, 4.4923, 10.9848)  0.000
H (38.6814, 6.2546, 8.4167)  0.000
H (40.1414, 5.5874, 8.5724)  0.000
H (39.5641, 6.4898, 9.9736)  0.000
C (27.4456, 0.7804, 9.3265)  0.017
O (26.5471, 1.5999, 10.0329)  -0.009
C (26.6776, 1.5246, 11.4359)  -0.005
C (27.9616, 2.0003, 12.1135)  0.006
O (28.5476, 0.9741, 12.9110)  -0.055
C (29.5544, 1.3781, 13.7581)  0.030
H (27.3106, 1.0614, 8.2820)  -0.003
H (27.2162, -0.2751, 9.4730)  0.001
H (28.4592, 0.8868, 9.7130)  0.000
H (26.4115, 0.5224, 11.7718)  0.000
H (25.8515, 2.0666, 11.8962)  0.001
H (27.7540, 2.9356, 12.6332)  0.004
H (28.6190, 2.3400, 11.3132)  0.007
H (29.0944, 2.0987, 14.4342)  0.012
H (30.3471, 1.8167, 13.1519)  0.007
H (30.0469, 0.5772, 14.3095)  0.002
O (36.9960, -8.5019, 13.4004)  -0.281
C (36.1825, -7.6219, 13.2440)  0.516
O (36.3778, -6.3329, 13.5063)  -0.304
C (35.3235, -5.4662, 13.0460)  -0.245
C (34.2071, -6.4386, 13.1676)  0.433
C (34.7976, -7.7033, 12.6861)  0.102
H (35.5554, -5.1942, 12.0162)  0.193
H (35.0338, -4.6977, 13.7626)  0.140
H (33.3807, -6.1719, 12.5089)  -0.046
H (33.7926, -6.4737, 14.1751)  -0.064
H (34.7594, -7.6887, 11.5969)  -0.106
H (34.2242, -8.5610, 13.0378)  -0.011
O (34.5335, 1.6745, 15.0036)  -0.146
C (34.4645, 0.4505, 15.1149)  0.007
O (35.2099, -0.3574, 14.3720)  -0.329
C (34.7714, -1.7211, 14.5512)  0.067
C (33.9977, -1.7326, 15.8236)  0.491
C (33.4207, -0.3660, 15.9166)  0.030
H (35.5811, -2.4485, 14.4924)  0.162
H (34.1380, -1.9624, 13.6976)  -0.256
H (34.5955, -1.8417, 16.7285)  -0.104
H (33.1712, -2.4426, 15.8500)  0.113
H (33.3456, 0.0374, 16.9264)  0.001
H (32.4290, -0.2974, 15.4695)  -0.029
O (30.1530, -0.3241, 17.3625)  0.098
C (29.8944, -0.6251, 18.5174)  -0.301
O (30.7380, -1.2496, 19.3692)  -0.159
C (30.1423, -1.3993, 20.6382)  0.200
C (28.6659, -1.3863, 20.3720)  0.039
C (28.5102, -0.4566, 19.1494)  0.249
H (30.3933, -0.6488, 21.3878)  0.055
H (30.4540, -2.3402, 21.0916)  0.006
H (28.1203, -0.9359, 21.2012)  -0.041
H (28.3224, -2.4028, 20.1803)  -0.046
H (28.2269, 0.5533, 19.4459)  -0.029
H (27.7531, -0.8109, 18.4498)  -0.066
O (33.9550, -0.7800, 9.8965)  -0.088
C (35.0219, -0.8788, 10.5101)  -0.133
O (35.7859, 0.1415, 10.9555)  0.055
C (36.9367, -0.2494, 11.6478)  -0.120
C (36.9051, -1.8004, 11.7318)  -0.015
C (35.7401, -2.2322, 10.7664)  0.472
H (36.9730, 0.2918, 12.5932)  0.028
H (37.8194, 0.0625, 11.0895)  0.005
H (36.7182, -2.1336, 12.7527)  -0.078
H (37.8769, -2.2367, 11.5010)  -0.042
H (35.0867, -3.0049, 11.1716)  0.031
H (36.1465, -2.6879, 9.8635)  -0.019
O (33.7694, 7.8926, 11.6122)  0.000
C (34.0189, 6.7168, 11.7404)  -0.004
O (34.0268, 6.1373, 12.9796)  -0.005
C (34.0690, 4.7069, 12.8981)  0.015
C (34.8171, 4.4856, 11.5391)  -0.014
C (34.2887, 5.6469, 10.6962)  0.007
H (33.0348, 4.3750, 12.8064)  0.002
H (34.6231, 4.2362, 13.7102)  0.002
H (34.6374, 3.4906, 11.1319)  0.005
H (35.8977, 4.6223, 11.5810)  0.001
H (33.3434, 5.3130, 10.2682)  -0.003
H (34.9205, 5.9832, 9.8742)  0.001
O (31.2788, -2.8553, 13.7553)  -0.279
C (31.2657, -2.8128, 12.4964)  0.064
O (31.9332, -3.6277, 11.6435)  -0.140
C (31.4846, -3.4620, 10.2702)  0.239
C (30.3506, -2.4947, 10.3340)  -0.026
C (30.4637, -1.8109, 11.6497)  0.175
H (31.2394, -4.3414, 9.6748)  -0.038
H (32.2586, -2.9348, 9.7125)  0.054
H (29.4119, -3.0464, 10.2847)  -0.051
H (30.4333, -1.7504, 9.5421)  -0.009
H (29.5190, -1.5644, 12.1344)  0.055
H (31.0333, -0.8835, 11.7087)  -0.026
C (32.2226, 3.7963, 16.3720)  -0.026
C (31.0742, 4.7626, 16.0475)  0.045
O (31.5145, 6.0913, 16.0388)  -0.018
C (30.7808, 6.9643, 15.2471)  0.004
O (29.8786, 6.6813, 14.5181)  -0.005
C (31.0641, 8.5177, 15.5052)  -0.001
F (31.5510, 8.6783, 16.7545)  -0.001
F (31.8391, 9.0018, 14.5366)  0.000
F (29.9425, 9.1725, 15.4277)  0.000
H (33.0060, 3.8920, 15.6202)  0.001
H (31.8702, 2.7648, 16.3772)  -0.014
H (32.5237, 3.9950, 17.4005)  0.003
H (30.2716, 4.6957, 16.7820)  -0.001
H (30.6755, 4.5165, 15.0634)  0.003
C (38.3512, -4.1322, 17.8942)  0.039
C (36.9894, -3.8336, 18.4645)  1.321
O (36.7148, -2.3798, 18.4774)  -0.762
C (37.2634, -1.5624, 19.4724)  0.120
O (37.8700, -1.9318, 20.4890)  -0.112
C (36.9141, -0.0307, 19.1800)  0.077
F (35.6616, 0.0345, 18.6888)  -0.187
F (37.0016, 0.7299, 20.3089)  0.013
F (37.8334, 0.2945, 18.2866)  -0.038
H (38.4066, -3.7129, 16.8896)  0.247
H (38.4504, -5.2020, 17.7102)  -0.094
H (39.2094, -3.8390, 18.4990)  -0.054
H (36.9582, -4.1658, 19.5022)  0.007
H (36.1378, -4.2109, 17.8984)  -0.260

Values from the calculation:
Expectation value of S²   0.750
HOMO (spin up / spin down)   0.47 / -7.71 eV
Orbital gap (spin up / spin down)   1.46 / 9.60 eV
E_LUMO (spin up / spin down)   1.94 / 1.89 eV
Net charge   -1
2S+1   2


An isolated molecule of C4H4N4O, computed with ωB97M-V/def2-TZVPD.

Each line ends with the Mulliken charge.
Positions of all 13 atoms, in Å:
C (0.6152, -1.3699, 0.0894)  -0.347
C (1.0107, 0.0672, 0.1029)  0.903
C (0.1515, 1.1076, 0.0073)  -0.079
C (-2.2865, 1.0705, -0.1812)  0.030
N (-0.6556, -1.6495, 0.1217)  -0.145
N (-2.4469, -0.1904, -0.0273)  -0.217
N (-1.6044, -0.9567, 0.3986)  -0.199
N (2.4039, 0.2770, 0.0866)  -0.509
O (-1.0518, 1.6367, -0.0939)  -0.391
H (1.4189, -2.1336, 0.0443)  0.248
H (-3.0766, 1.8647, -0.1941)  0.333
H (2.7752, 0.9467, -0.4898)  0.210
H (2.7463, -0.6702, 0.1355)  0.164

Values from the calculation:
HOMO (spin up / spin down)   -7.52 / -8.35 eV
Orbital gap (spin up / spin down)   7.29 / 8.93 eV
E_LUMO (spin up / spin down)   -0.24 / 0.58 eV
Net charge   0
Energy relative to the best compared isomer or geometry (same formula, charge and spin)   796.4 kJ/mol